# 1
Density functional theory data (ωB97M-V/def2-TZVPD) for a molecular structure, C29H28Cl2I2N6O2Ru.

CARTESIAN COORDINATES (ANGSTROEM)
C 0.7423 4.9018 -0.6201
H 0.2839 6.6256 -1.8281
H -0.3290 -3.9584 0.2717
O 1.6987 -1.0889 -1.1891
H 0.2300 5.3154 -3.9681
H -3.9708 2.9533 1.2065
C 0.4939 2.7667 -1.8927
C 0.0784 -3.0019 -0.0652
O 1.7674 1.7110 1.2448
C 1.4208 -2.7133 0.5338
I 3.8426 -3.8273 3.9414
N 0.4145 3.4703 -3.0462
C 2.4948 2.8137 3.2157
H 1.2549 2.6926 -4.8079
C 0.0929 5.5538 -1.8240
H -1.6707 2.6709 0.2939
C 0.6786 4.9048 -3.0648
C -2.6598 -0.4233 0.0348
C -1.6438 0.3473 4.4797
C -3.6278 1.9824 0.8788
Cl 3.8620 3.4586 2.3946
H -2.5143 -0.1135 4.9250
C 3.3118 -1.1591 0.5765
C 0.5242 1.4316 3.2317
C -4.4535 0.8710 0.9377
C -0.8480 1.1969 5.2016
H -0.9482 -1.9446 1.3277
H -2.7160 -2.5527 -0.2215
H -0.9866 5.3888 -1.8033
C 2.2660 3.1469 4.5552
H -1.3949 1.5542 -3.8149
C 2.0971 -1.5921 -0.0625
Cl 0.9163 3.1055 6.8724
N 0.4433 1.4515 -1.8371
H 1.7577 5.0912 -3.1054
C 3.7896 -1.7694 1.7157
N -0.2685 0.5854 2.5355
H 2.9508 3.8146 5.0598
H 4.7003 -1.4243 2.1845
C 0.4299 0.6955 -3.0833
C -0.3605 1.4387 -4.1478
N -0.7670 -1.8683 0.3308
C 1.6268 1.9827 2.5078
H 1.4583 0.5223 -3.4171
N 0.5774 3.4569 -0.7141
C 3.1014 -2.8600 2.2366
C -2.0288 -1.7193 -0.3932
H 1.8028 5.1698 -0.5798
H 0.1564 -3.0025 -1.1525
C -3.9623 -0.3516 0.5039
C 1.9231 -3.3297 1.6505
H -1.7978 -1.6778 -1.4606
H -0.3434 3.4317 -4.9760
C -2.3445 1.8267 0.3836
I 4.3598 0.3412 -0.4284
Ru 0.5366 0.2708 0.1022
N -1.8674 0.6494 -0.0205
H -1.9449 -0.5993 2.5723
H -5.4623 0.9487 1.3205
H -0.3536 0.8887 -5.0879
H -1.0780 1.4388 6.2297
H -4.5812 -1.2386 0.5225
C -1.3110 0.0674 3.1483
C 1.1819 2.6506 5.2281
H 1.4116 -4.1854 2.0734
H -0.0109 -0.2812 -2.8860
H 0.2744 5.2359 0.3068
C 0.2735 2.8016 -4.3340
C 0.2826 1.7685 4.5861
H 0.9979 2.9182 0.0375

As for the frontier orbital gap (spin up / spin down): 7.51 / 5.74 eV. As for the multiplicity: 6. Its net charge is +1. As for the LUMO energy (spin up / spin down): -2.582 / -4.355 eV. The value obtained for the HOMO energy (spin up / spin down) is -10.1 / -10.1 eV. Its expectation value of S² is 8.79.

---

# 2
Density functional theory data (ωB97M-V/def2-TZVPD) for a molecular structure, C6H14NO.

CARTESIAN COORDINATES (ANGSTROEM)
H -0.2727 1.9228 0.5617
H -3.1077 -1.1828 0.7402
H -0.4071 2.7207 -0.9661
C 0.7719 -0.0777 -1.4100
H 0.4990 -1.0188 1.8794
H 1.2758 0.4425 1.3117
H 1.7133 0.4286 -1.2688
N 0.3303 2.1866 -0.5118
C 1.0750 -0.5867 1.0666
C -1.2229 -1.1433 -0.2281
H 1.9772 -1.1872 0.9756
H 0.9903 2.9149 -0.1913
H 1.9803 -1.9045 -1.2853
H 0.2061 0.1962 -2.2944
C -2.0543 -0.9645 0.8029
C 0.9169 -1.7347 -1.1330
C 0.2170 -0.8199 -0.1907
H -1.5610 -1.7701 -1.0470
H -1.6725 -0.5250 1.7078
O -0.8097 1.7339 1.5018
H -1.1609 2.5601 1.8849
H 0.3158 -2.1910 -1.9059

As for the frontier orbital gap: 4.97 eV. Its net charge is +1. As for the LUMO energy: -8.720 eV. The value obtained for the HOMO energy is -13.7 eV.

---

# 3
Density functional theory data (ωB97M-V/def2-TZVPD) for a molecular structure, C21H47BrCa2ClF2MgN5O11S2.

CARTESIAN COORDINATES (ANGSTROEM)
H 2.0358 2.3417 -3.8743
C 3.1046 0.3490 -3.4885
C -12.5437 -0.2082 0.0805
H 2.2471 -2.7818 6.3604
C 0.0589 0.8105 -1.5840
H 3.3557 -3.8024 7.3089
H 4.0536 -3.3644 -0.7147
C 2.9183 2.5057 -1.7639
S 11.2530 2.7531 -3.0022
H -14.5579 -0.9365 0.5778
O 2.4806 -2.6442 2.0900
H 2.9120 -2.1822 7.8994
H 1.0825 -2.3255 0.5082
H 5.5309 -2.2142 -1.1065
N -3.5956 -2.1324 -1.4680
H -1.0583 -1.0039 -0.5088
H -6.4963 4.4657 1.4998
H -1.5491 0.7066 0.1129
H -7.7712 3.1130 0.1446
F 9.5920 4.7947 -4.2471
H -6.6790 1.5142 2.3339
O 8.5969 2.6647 -4.6404
Cl 6.7685 -0.2034 -2.0774
H -4.2742 -2.8167 -1.0624
C 0.4001 2.1452 -0.6865
C 2.6955 -5.9552 4.3486
C 1.4564 3.1878 -1.3834
C 1.1523 -2.1534 1.6836
C 3.4980 -1.1948 -1.2636
H 3.4268 0.1321 -4.6171
H 5.1547 -3.0622 1.4907
O 11.3799 1.4727 -3.6881
C 3.0242 1.9781 -3.3165
O 3.3453 -5.3504 3.3642
C -6.2807 3.4014 1.3652
H 0.7066 1.7727 0.3854
H 5.0947 0.3226 -2.1713
H -6.4885 2.8847 3.4536
C 4.4805 -2.2871 -0.5428
H -11.8860 0.5381 0.5527
H -0.2454 1.0391 -2.6972
N 9.8483 3.1269 -2.4073
Ca -16.2579 -1.1225 0.3614
H 0.9532 0.0581 -1.4715
C -1.2712 0.1084 -0.8787
N -4.5856 -0.2918 -0.1286
H -4.0969 -0.3710 0.8007
Br -7.1315 -0.7534 -0.2505
H 5.7368 -1.2961 1.1750
C 4.2264 -0.3871 -2.5306
C 3.5039 -1.5586 1.9431
H 2.6095 -1.8178 -1.7597
O 7.6483 4.2428 -3.0224
O 3.1206 -7.0691 4.7287
C -6.8879 2.5786 2.4826
H 3.2560 1.7053 -0.9578
O 12.0747 3.8412 -3.5216
H 2.0531 -0.1877 -3.3525
H -0.6302 2.7254 -0.5426
O -12.0808 -1.4353 -0.0942
H -12.9030 0.3469 -0.8001
H 1.6962 4.0176 -0.5618
H 3.7100 3.3930 -1.6632
H -7.9770 2.6902 2.4982
H 0.9284 -1.0398 1.9658
C 3.1288 -2.7761 7.0071
C -13.7633 -0.3172 1.0128
O 1.7250 -5.2601 4.7345
C 4.3131 -2.1806 6.2635
Mg 2.7230 4.2152 -3.2537
N -2.5193 0.1891 -1.7712
H -14.1854 0.6790 1.1893
Ca -9.0770 -2.5451 -0.6289
O -6.8077 2.9843 0.1143
H 2.7287 -4.5908 3.3937
N 5.2957 -1.6866 5.6465
C 4.7941 -2.0159 1.0413
H 4.7194 -1.2448 -3.1877
H -2.9183 1.1474 -1.6213
H 1.0076 3.7857 -2.3092
F 12.0379 2.4266 -1.6433
H 3.9141 2.5444 -3.8742
H 3.0215 -0.5319 1.6290
H -4.8315 0.7215 -0.3063
H -5.1950 3.2698 1.3393
H 2.9935 -0.4196 -0.5483
H 3.9164 -1.3899 3.0501
H 0.2938 -2.8022 2.1746
H -2.3375 -3.4598 -2.0307
H -13.4957 -0.7368 1.9907
O -2.6953 -2.5877 -2.3887
C -3.5576 -0.7753 -1.1589
S 8.8476 3.5784 -3.5324

As for the frontier orbital gap: 0.71 eV. Its net charge is +2. As for the LUMO energy: -8.972 eV. The value obtained for the HOMO energy is -9.7 eV.